# 1
Below is 5 unconnected molecules or ions with the total composition C20H40F6O10, with properties calculated with the ωB97M-V functional and the def2-TZVPD basis.

Energy relative to the best compared isomer or geometry (same formula, charge and spin), kcal/mol: 0.00
Molecular weight, g mol⁻¹: 554.5
Max |F|, hartree/bohr: 0.03529
E_LUMO, Ha: 0.02070
Frontier orbital gap, eV: 10.108
SMILES: CCOC(=O)C(F)(F)F.CCOC(=O)C(F)(F)F.COCCOC.COCCOC.COCCOC

ORCA input file:
```
! RIJCOSX wB97M-V def2-TZVPD def2/J DEFGRID3
* xyz 0 1
C 3.49 -1.77 2.84
C 2.52 -1.19 1.83
O 1.83 -0.12 2.46
C 0.77 0.39 1.86
O 0.36 0.04 0.80
C -0.04 1.35 2.78
F -1.03 0.68 3.37
F 0.75 1.92 3.69
F -0.59 2.30 2.02
H 2.96 -2.43 3.52
H 4.07 -1.06 3.44
H 4.23 -2.42 2.38
H 1.82 -1.96 1.52
H 3.13 -0.91 0.97
C 4.59 2.35 0.45
C 3.70 3.45 1.05
O 2.91 4.05 0.05
C 1.86 4.78 0.44
O 1.65 5.09 1.56
C 0.92 5.13 -0.74
F 1.49 4.92 -1.91
F -0.18 4.40 -0.65
F 0.59 6.40 -0.65
H 5.15 2.76 -0.39
H 3.96 1.51 0.16
H 5.24 2.06 1.28
H 4.32 4.17 1.59
H 3.05 3.03 1.83
C -6.65 3.88 -4.06
O -5.59 3.78 -3.12
C -5.42 2.51 -2.59
C -4.24 2.53 -1.64
O -3.72 1.22 -1.49
C -2.44 1.22 -0.89
H -7.52 3.37 -3.62
H -6.28 3.47 -4.99
H -7.04 4.89 -4.16
H -5.23 1.79 -3.40
H -6.28 2.02 -2.11
H -4.55 2.83 -0.64
H -3.55 3.31 -1.97
H -2.36 1.07 0.19
H -1.82 2.06 -1.20
H -1.97 0.29 -1.24
C 2.83 -3.93 0.44
O 3.56 -2.81 -0.06
C 2.79 -1.94 -0.88
C 2.96 -2.18 -2.36
O 2.22 -3.33 -2.72
C 2.53 -3.76 -4.02
H 2.55 -4.51 -0.45
H 1.96 -3.61 1.02
H 3.43 -4.59 1.07
H 3.09 -0.94 -0.57
H 1.73 -2.01 -0.62
H 4.00 -2.38 -2.64
H 2.67 -1.23 -2.84
H 3.60 -3.85 -4.24
H 2.13 -3.06 -4.76
H 2.16 -4.78 -4.17
C -0.70 -3.68 0.32
O -2.02 -3.44 -0.13
C -2.49 -2.21 0.34
C -3.02 -2.28 1.78
O -1.95 -2.09 2.68
C -2.37 -1.84 4.01
H 0.01 -3.07 -0.24
H -0.43 -4.73 0.23
H -0.57 -3.49 1.39
H -3.21 -1.70 -0.31
H -1.65 -1.50 0.31
H -3.51 -3.26 1.80
H -3.77 -1.51 2.00
H -3.06 -1.00 4.06
H -1.44 -1.71 4.56
H -2.88 -2.72 4.43
*
```

Charges in e, computed with Mulliken, in the same order as the atoms: -1.88, 1.49, -0.34, 0.66, -0.55, 0.62, -0.17, -0.26, -0.19, 0.41, 0.41, 0.37, -0.53, -0.34, -0.76, -0.15, -0.25, 0.42, -0.52, 0.85, -0.25, -0.22, -0.26, 0.40, -0.12, 0.37, 0.31, 0.18, -0.72, -0.32, -0.46, -0.32, -0.36, -0.46, 0.30, 0.28, 0.26, 0.32, 0.30, 0.23, 0.27, 0.20, 0.35, 0.14, -0.44, -0.41, 0.66, -0.96, -0.20, -0.85, 0.28, 0.19, 0.28, 0.14, -0.18, 0.41, 0.41, 0.33, 0.32, 0.25, -0.67, -0.54, 0.29, -0.67, -0.09, -0.91, 0.29, 0.40, 0.29, 0.47, -0.50, 0.31, 0.51, 0.35, 0.23, 0.30


# 2
Below is a molecular structure, C5H12NO, with properties calculated with the ωB97M-V functional and the def2-TZVPD basis.

Energy relative to the best compared isomer or geometry (same formula, charge and spin), kcal/mol: 190.51
Molecular weight, g mol⁻¹: 102.2
Max |F|, hartree/bohr: 0.09972
E_LUMO, Ha: 0.10762
Frontier orbital gap, eV: 4.607

ORCA input file:
```
! RIJCOSX wB97M-V def2-TZVPD def2/J DEFGRID3
* xyz -1 1
C -0.95 -2.56 1.12
O -0.41 -3.49 1.97
C -0.24 -1.21 0.96
C -1.02 -0.49 -0.12
C -0.40 0.83 -0.56
C 1.74 2.46 -0.70
N 0.98 0.65 -1.05
H -0.95 -2.99 0.08
H -1.97 -2.51 1.56
H 0.85 -1.29 0.69
H -0.34 -0.64 1.93
H -1.06 -1.03 -1.07
H -2.06 -0.34 0.12
H -0.76 1.76 -0.02
H -0.23 1.00 -1.71
H 1.17 2.50 0.24
H 1.39 3.29 -1.44
H 2.79 2.39 -0.51
H 1.47 1.67 -1.51
*
```

Charges in e, computed with Mulliken, in the same order as the atoms: -0.48, -0.91, -0.22, -0.94, -0.58, -0.79, -0.56, 0.14, 0.19, 0.30, 0.16, 0.28, 0.42, 0.41, 0.42, 0.25, 0.28, 0.31, 0.33


# 3
Below is 7 unconnected molecules or ions with the total composition C22H41Br14N4O4S2, with properties calculated with the ωB97M-V functional and the def2-TZVPD basis.

Energy relative to the best compared isomer or geometry (same formula, charge and spin), kcal/mol: 197.43
Molecular weight, g mol⁻¹: 1608.4
Max |F|, hartree/bohr: 0.30622
E_LUMO, Ha: -0.17945
Frontier orbital gap, eV: 6.292

ORCA input file:
```
! RIJCOSX wB97M-V def2-TZVPD def2/J DEFGRID3
* xyz 1 1
C 2.21 1.32 3.53
C 1.92 1.61 1.91
C 1.25 3.15 1.88
O -0.13 2.96 2.41
C -0.89 4.22 2.37
O -0.31 5.35 2.81
C -2.47 4.18 1.84
S -2.93 2.51 1.12
N -4.15 1.69 2.06
C -4.21 1.25 3.51
N -5.56 0.55 3.64
N -6.16 0.59 2.38
N -5.34 1.26 1.49
O 0.86 0.73 1.36
C 1.23 -0.69 1.46
O 2.51 -1.14 1.47
C -0.05 -1.77 1.50
S -1.26 -1.12 2.78
H 1.28 0.83 4.05
H 3.22 0.74 3.71
H 2.35 2.40 4.02
H 2.93 1.55 1.31
H 1.25 3.45 0.73
H 1.89 3.92 2.49
H -2.50 4.96 0.93
H -3.23 4.54 2.65
H -3.37 1.44 4.30
H -5.50 1.44 0.45
H -0.59 -1.64 0.44
H 0.29 -2.88 1.68
H -2.09 -2.13 3.29
Br 4.28 -2.19 -2.82
C 5.77 -2.24 -1.57
C 5.62 -1.20 -0.48
Br 6.06 0.58 -1.15
H 6.69 -2.12 -2.16
H 5.75 -3.25 -1.14
H 6.32 -1.38 0.33
H 4.60 -1.14 -0.08
Br -4.44 0.12 8.38
C -4.85 1.93 7.79
C -6.15 1.97 7.02
Br -5.91 1.30 5.20
H -3.99 2.29 7.22
H -4.93 2.52 8.71
H -6.49 3.01 6.90
H -6.95 1.38 7.48
Br 0.46 -4.74 -3.22
C 1.73 -5.56 -4.45
C 2.26 -4.56 -5.44
Br 0.95 -4.19 -6.84
H 1.22 -6.41 -4.91
H 2.54 -5.93 -3.81
H 3.13 -4.96 -5.97
H 2.52 -3.59 -4.99
Br 6.61 -0.25 -6.82
C 4.67 -0.35 -7.03
C 4.18 -1.76 -6.81
Br 4.54 -2.89 -8.36
H 4.44 0.04 -8.02
H 4.27 0.32 -6.27
H 3.09 -1.77 -6.69
H 4.63 -2.25 -5.94
Br 1.96 -9.08 -3.87
C 0.94 -9.32 -2.22
C 1.26 -8.23 -1.23
Br 2.98 -8.53 -0.37
H 1.17 -10.32 -1.85
H -0.11 -9.27 -2.53
H 0.53 -8.23 -0.41
H 1.30 -7.23 -1.68
Br -0.90 2.89 -1.54
C 0.09 1.83 -2.84
C 1.16 1.01 -2.17
Br 2.70 2.11 -1.70
H 0.47 2.53 -3.59
H -0.66 1.19 -3.31
H 1.55 0.25 -2.86
H 0.82 0.52 -1.26
Br -6.18 5.56 1.36
C -5.39 7.27 1.87
C -4.80 7.98 0.68
Br -3.09 7.20 0.17
H -4.66 7.06 2.66
H -6.22 7.84 2.30
H -4.58 9.02 0.92
H -5.45 7.95 -0.21
*
```

Charges in e, computed with Mulliken, in the same order as the atoms: -0.94, 0.22, -0.63, -0.13, 0.41, -0.56, 0.15, -0.02, 0.27, -0.27, 0.05, -0.41, 0.19, 0.06, 0.36, -0.57, -0.37, -0.24, 0.19, 0.28, 0.36, 0.23, 0.26, 0.33, -0.41, 0.40, 0.52, 0.26, 0.22, 0.38, 0.15, -0.06, -0.65, -0.26, -0.15, 0.42, 0.36, 0.38, 0.03, -0.12, -0.61, -0.74, 0.09, 0.32, 0.37, 0.36, 0.39, -0.18, -0.61, -0.23, -0.12, 0.45, 0.41, 0.37, -0.13, -0.14, -0.58, -0.34, -0.11, 0.43, 0.32, 0.22, 0.20, -0.14, -0.56, -0.28, -0.12, 0.40, 0.34, 0.35, 0.02, -0.11, -0.61, -0.10, -0.13, 0.41, 0.39, 0.35, -0.15, -0.14, -0.60, -0.58, -0.05, 0.36, 0.38, 0.35, 0.38


# 4
Below is a molecular structure, C40H57BN8O2V, with properties calculated with the ωB97M-V functional and the def2-TZVPD basis.

Energy relative to the best compared isomer or geometry (same formula, charge and spin), kcal/mol: 0.00
Molecular weight, g mol⁻¹: 743.7
Max |F|, hartree/bohr: 0.02482
E_LUMO (alpha / beta), Ha: 0.01336 / 0.01329
Frontier orbital gap (alpha / beta), eV: 6.647 / 7.994

ORCA input file:
```
! RIJCOSX wB97M-V def2-TZVPD def2/J DEFGRID3
* xyz 0 4
V 0.32 -0.18 -0.42
C -2.78 -2.41 -4.38
C -1.45 -2.01 -3.83
C -0.22 -2.26 -4.37
C 0.71 -1.70 -3.48
N 0.07 -1.14 -2.44
N -1.26 -1.35 -2.68
B -2.38 -0.86 -1.75
N -2.42 0.68 -1.64
N -1.51 1.40 -0.92
C -1.99 2.66 -0.92
C -3.15 2.74 -1.69
C -3.40 1.46 -2.12
C -4.54 0.97 -2.95
C -1.50 3.80 -0.04
C -2.01 3.52 1.37
C 0.02 3.97 -0.05
C -2.11 5.13 -0.52
N -2.36 -1.56 -0.38
N -1.36 -1.42 0.55
C -1.71 -2.18 1.59
C -2.93 -2.82 1.32
C -3.31 -2.41 0.07
C -4.54 -2.78 -0.69
C -0.99 -2.36 2.91
C -0.46 -3.79 3.01
C -2.01 -2.15 4.05
C 0.14 -1.37 3.14
C 2.20 -1.87 -3.79
C 2.44 -1.51 -5.26
C 3.16 -1.03 -2.97
C 2.54 -3.35 -3.56
H -2.63 -2.94 -5.31
H -3.42 -1.55 -4.58
H -3.33 -3.06 -3.70
H -0.02 -2.78 -5.29
H -3.40 -1.18 -2.27
H -3.75 3.61 -1.90
H -5.16 1.83 -3.23
H -5.16 0.26 -2.42
H -4.19 0.49 -3.87
H -1.64 2.56 1.72
H -3.11 3.48 1.37
H -1.71 4.31 2.06
H 0.53 3.07 0.26
H 0.30 4.79 0.63
H 0.37 4.25 -1.04
H -3.20 5.12 -0.44
H -1.83 5.35 -1.55
H -1.74 5.94 0.11
H -3.47 -3.50 1.96
H -5.13 -3.47 -0.08
H -4.30 -3.28 -1.63
H -5.16 -1.92 -0.92
H -1.27 -4.52 2.88
H -0.01 -3.96 3.99
H 0.30 -3.99 2.26
H -2.80 -2.90 4.04
H -2.48 -1.16 3.97
H -1.50 -2.21 5.01
H 0.87 -1.37 2.34
H 0.65 -1.62 4.07
H -0.27 -0.36 3.23
H 2.11 -0.49 -5.48
H 1.91 -2.18 -5.94
H 3.50 -1.59 -5.49
H 3.04 0.03 -3.15
H 4.18 -1.30 -3.26
H 3.06 -1.24 -1.91
H 1.93 -4.00 -4.18
H 2.39 -3.62 -2.51
H 3.59 -3.53 -3.80
C 2.86 2.88 -2.18
C 4.04 2.68 -1.48
C 4.14 1.62 -0.60
C 3.06 0.77 -0.42
N 1.88 1.04 -1.02
C 1.80 2.05 -1.90
C 3.13 -0.55 0.25
C 4.33 -1.04 0.76
C 4.43 -2.36 1.14
C 3.33 -3.20 0.98
C 2.13 -2.69 0.51
C 1.96 -1.34 0.16
H 2.75 3.68 -2.90
H 4.90 3.33 -1.65
H 5.07 1.42 -0.09
H 0.83 2.17 -2.37
H 5.21 -0.40 0.85
H 5.36 -2.75 1.53
H 3.42 -4.25 1.23
H 1.29 -3.36 0.39
O 2.41 0.98 2.66
C 1.21 1.47 2.46
O 0.48 1.10 1.55
C 0.78 2.54 3.47
N 1.87 2.78 4.44
C 1.40 2.42 5.80
C 0.22 1.49 5.54
C -0.43 2.10 4.30
H 0.56 3.43 2.87
H 2.21 3.73 4.39
H 2.74 1.51 3.43
H 1.08 3.31 6.34
H 2.20 1.95 6.36
H -0.45 1.43 6.39
H 0.58 0.48 5.33
H -1.01 2.98 4.58
H -1.08 1.42 3.76
*
```

These are the Mulliken partial charges, in e, on atoms 1 to 99: 0.59, -1.23, 0.37, -1.12, -0.42, 0.93, 0.24, -2.08, 0.35, 0.62, -0.99, -0.50, 0.17, -1.34, 2.98, -1.27, -1.58, -2.33, 0.15, 0.71, -0.79, -1.05, 0.39, -1.27, 3.00, -1.76, -2.07, -0.37, 2.75, -2.01, -1.48, -1.80, 0.42, 0.11, 0.13, 0.49, -0.15, 0.54, 0.44, 0.17, 0.15, -0.11, 0.49, 0.42, 0.00, 0.52, 0.43, 0.40, 0.47, 0.46, 0.55, 0.45, 0.12, 0.19, 0.37, 0.44, 0.26, 0.41, 0.32, 0.46, -0.54, 0.89, -0.87, 0.40, 0.36, 0.43, 0.23, 0.62, 0.28, 0.39, 0.25, 0.44, -1.16, -1.04, -0.99, 1.10, 1.50, -0.64, 0.08, -1.03, -1.09, -1.31, -0.08, 0.94, 0.54, 0.43, 0.47, 0.51, 0.34, 0.40, 0.44, 0.98, -0.47, -1.32, 0.32, 0.85, -0.60, -0.84, -0.31


Which of these has the highest max |F|? C22H41Br14N4O4S2